This record from the OMol25 dataset describes a 2-piece molecular cluster, H3OP overall at a distorted geometry. The level of theory is ωB97M-V/def2-TZVPD.

The calculation puts the orbital gap (alpha / beta) at 7.4 / 7.4 eV. The value obtained for the molecular weight is 50.00 g/mol. The value obtained for the calculated total energy is -418.26788 Eh. The energy above the lowest of the compared OMol25 structures with the same formula, charge and spin is 60.6 kcal per mole.

Structure (ORCA input):
```
! RIJCOSX wB97M-V def2-TZVPD def2/J DEFGRID3
* xyz 0 1
H 0.2706 -1.7876 -2.2194
O 0.1258 -1.1874 -1.5494
H 0.9542 -1.4019 -1.0948
P 0.7373 1.2308 2.3841
H 1.0976 0.0692 1.6890
*
```

Here are the natural (NBO) charges for atoms 1 to 4, given in e: 0.455, -0.913, 0.456, 0.123

This record from the OMol25 dataset describes a 2-piece molecular cluster, H3OPS2 overall at a distorted geometry. The level of theory is ωB97M-V/def2-TZVPD.

The calculation puts the orbital gap (alpha / beta) at 8.2 / 7.2 eV. The value obtained for the molecular weight is 114.13 g/mol. The value obtained for the calculated total energy is -1214.59432 Eh. The energy above the lowest of the compared OMol25 structures with the same formula, charge and spin is 57.6 kcal per mole.

Structure (ORCA input):
```
! RIJCOSX wB97M-V def2-TZVPD def2/J DEFGRID3
* xyz 0 3
S -1.0971 0.0033 -0.1229
S -2.0854 -1.0011 1.1686
O -1.1252 1.4429 -0.2144
H 1.9916 -0.9715 -0.2953
P 1.6446 -0.1092 0.8434
H -1.4692 -0.4256 -1.5682
H 2.1406 1.0612 0.1889
*
```

Here are the natural (NBO) charges for atoms 1 to 4, given in e: 1.012, -0.214, -0.877, -0.042

This record from the OMol25 dataset describes a 2-piece molecular cluster, H3PS4 overall at a distorted geometry. The level of theory is ωB97M-V/def2-TZVPD.

The calculation puts the orbital gap at 8.2 eV. The value obtained for the molecular weight is 162.27 g/mol. The value obtained for the calculated total energy is -1935.91106 Eh. The energy above the lowest of the compared OMol25 structures with the same formula, charge and spin is 18.0 kcal per mole.

Structure (ORCA input):
```
! RIJCOSX wB97M-V def2-TZVPD def2/J DEFGRID3
* xyz 0 1
S -1.6561 0.6324 -1.3777
P -2.9786 -0.1096 -0.0822
S -4.0601 0.7464 1.2550
H 1.6786 2.3203 1.0300
S 1.1624 3.5100 0.8429
H -4.0975 -2.5677 0.5226
S -3.3152 -2.1503 -0.5180
H 0.7636 3.2327 -0.3007
*
```

Here are the natural (NBO) charges for atoms 1 to 4, given in e: -0.385, 0.761, -0.337, 0.134

This record from the OMol25 dataset describes one molecule with the formula H3PSSi at a distorted geometry. The level of theory is ωB97M-V/def2-TZVPD.

The calculation puts the orbital gap at 6.5 eV. The value obtained for the molecular weight is 94.15 g/mol. The value obtained for the calculated total energy is -1030.76160 Eh. The energy above the lowest of the compared OMol25 structures with the same formula, charge and spin is 10.3 kcal per mole.

Structure (ORCA input):
```
! RIJCOSX wB97M-V def2-TZVPD def2/J DEFGRID3
* xyz 0 1
H 0.7589 -0.7643 1.4002
H 1.7802 0.4275 -0.3354
P -0.6922 0.1637 -1.5442
Si 0.4466 0.2314 0.4508
S -1.9535 -1.3613 -1.0901
H -0.3401 1.3029 1.1187
*
```

Here are the natural (NBO) charges for atoms 1 to 4, given in e: -0.144, -0.153, 0.245, 0.545

This record from the OMol25 dataset describes H3S3 as an isolated structure at a distorted geometry. The level of theory is ωB97M-V/def2-TZVPD.

The calculation puts the orbital gap at 6.5 eV. The value obtained for the molecular weight is 99.22 g/mol. The value obtained for the calculated total energy is -1196.38333 Eh. The energy above the lowest of the compared OMol25 structures with the same formula, charge and spin is 13.6 kcal per mole.

Structure (ORCA input):
```
! RIJCOSX wB97M-V def2-TZVPD def2/J DEFGRID3
* xyz -1 1
H 2.6728 -0.4949 0.5788
H -2.1068 0.1981 0.9707
S 0.1806 0.4180 -0.0993
S -2.4293 0.9707 -0.0320
S 2.0988 -0.4230 -0.6898
H -0.4160 -0.6689 -0.7284
*
```

Here are the natural (NBO) charges for atoms 1 to 4, given in e: 0.108, 0.095, -0.161, -0.806

This record from the OMol25 dataset describes a 20-piece molecular cluster, H40O20 overall at a distorted geometry. The level of theory is ωB97M-V/def2-TZVPD.

The calculation puts the orbital gap (alpha / beta) at 2.5 / 10.1 eV. The value obtained for the molecular weight is 360.30 g/mol. The value obtained for the calculated total energy is -1528.52423 Eh. The energy above the lowest of the compared OMol25 structures with the same formula, charge and spin is 139.5 kcal per mole.

Structure (ORCA input):
```
! RIJCOSX wB97M-V def2-TZVPD def2/J DEFGRID3
* xyz -1 2
H 2.2552 -3.5589 -0.9490
H 1.9436 -4.9103 -1.4242
O 3.6614 -2.2057 -3.6986
O -3.9200 -1.1312 1.1220
H -1.6691 0.6784 5.1005
O -4.2682 1.5846 -0.5501
H -4.0548 2.1374 -1.2370
H -1.0541 0.6720 -1.2849
O 3.8709 -3.4953 -0.8062
O -1.7228 0.0570 -4.0910
H -0.2953 -3.0508 -1.1645
H 4.3489 -2.5506 -0.8273
H 1.7352 -0.5402 1.3186
O 2.0177 1.2086 0.5624
H 3.3189 -3.0883 -3.5749
H 1.0967 2.9369 -3.1530
O -1.1751 -3.3540 -0.8660
O 1.5193 -4.0792 -1.2234
H -0.6759 2.7767 -3.3092
O -1.3930 -0.0158 4.5719
H 1.6914 -2.5494 4.4588
H 1.7873 2.0542 0.3334
H 1.5644 1.0274 -2.6157
H -2.7036 0.5626 2.6010
O -2.2003 1.0424 1.8017
H 2.0599 0.0377 -3.5669
H 0.3790 -1.1158 1.6346
H -3.8352 -0.5616 0.5095
H 1.6072 2.1820 2.6293
H -4.0349 1.9561 0.2654
O 1.3860 2.6182 3.4835
O -2.9750 3.0119 3.1629
H 2.7636 0.8994 -0.0742
H -1.2019 -3.5219 0.0389
O -4.0080 -1.4439 -1.5556
H 1.9680 -1.2636 3.4525
H 0.6226 4.3520 -2.7481
O 2.4479 -2.0370 3.8306
H 4.0103 -3.7522 0.0920
H -2.1175 2.4644 3.2750
H -2.1914 0.0993 -3.2658
H 3.2557 0.0363 4.6961
H -3.3734 -2.0528 -1.2418
H -3.0599 3.1458 2.2853
H 1.6253 3.5706 3.1724
H -2.2348 0.4351 -4.7092
O -1.1774 3.1234 -3.9214
O 3.1469 0.6444 3.8272
H 0.3766 0.8465 -0.5854
O 1.0967 -1.2862 1.0895
H -0.4684 -0.2044 4.8261
H 3.8279 0.1607 3.0923
O 2.4742 0.6945 -2.8464
H -2.3377 0.4894 1.0927
H 3.5987 -1.9434 -2.7031
H -0.5860 3.3480 -4.5391
H -3.4145 -0.8964 -1.7692
H -4.6099 -1.5963 1.3521
O -0.3626 1.2840 -1.1466
O 1.3415 3.8154 -2.9319
*
```

Here are the natural (NBO) charges for atoms 1 to 4, given in e: 0.488, 0.458, -0.960, -0.958

This record from the OMol25 dataset describes a 20-piece molecular cluster, H40O20 overall at a distorted geometry. The level of theory is ωB97M-V/def2-TZVPD.

The calculation puts the orbital gap at 10.4 eV. The value obtained for the molecular weight is 360.30 g/mol. The value obtained for the calculated total energy is -1528.68831 Eh. The energy above the lowest of the compared OMol25 structures with the same formula, charge and spin is 122.1 kcal per mole.

Structure (ORCA input):
```
! RIJCOSX wB97M-V def2-TZVPD def2/J DEFGRID3
* xyz 0 1
H -1.2890 4.7306 0.3362
O 0.5897 3.3478 -2.2069
H 2.3981 -0.9097 3.9164
H 1.2354 2.0748 3.7974
O -3.3662 0.4788 -3.6102
O 2.7689 -1.6841 3.4836
O 0.9693 -1.1919 1.4069
H -1.5682 -0.2303 4.6522
H -1.4221 3.5056 2.3937
H -0.4139 -2.3619 -5.0197
H -2.9104 0.3622 1.1021
O -3.5313 -2.8900 -1.6105
H -2.4013 0.2919 3.5363
O 4.0911 -3.6180 -0.5402
H 1.1396 -0.2396 1.5490
H -2.6800 2.8204 3.0072
H 3.0732 -2.6581 -3.8578
H 3.9961 -0.5367 0.3127
H 3.6317 -1.2403 3.4934
O -2.0207 3.5103 3.1311
H 1.3748 -1.3671 2.2848
H 0.2301 -0.9342 -1.6276
H -3.0017 -2.1983 -1.1819
H -4.1687 0.9253 0.6569
H -1.6328 -2.1420 1.1580
O -1.0938 -2.9073 3.4124
H 5.1244 -1.3533 -2.9002
H 0.5114 4.0241 -1.5266
H -3.5617 -3.5050 -0.8709
O -1.1100 -2.4306 0.3822
H -2.3311 4.0754 -1.4746
H -0.9555 -3.5329 2.6919
H -3.3231 -0.4602 -3.8427
O -2.6452 4.0910 -2.3553
H 4.1846 -0.2176 -2.5284
H 3.3664 -2.9877 -0.6325
H -2.7281 3.2385 -2.7726
H 3.0214 -1.3197 -4.3019
O -1.4113 1.4112 1.3524
O 3.3689 -0.0382 0.8626
H 2.9040 0.3313 0.0824
H -4.2181 0.7628 -3.9721
O -0.3422 -2.4642 -4.0552
H -0.2312 3.1708 -2.6260
H -1.2504 1.1957 2.2822
H -0.2660 1.9624 3.9666
H -0.6147 5.5915 1.4882
O -0.4814 4.9392 0.7932
O 0.8715 -0.2227 -1.8878
H -0.5592 1.6291 0.9557
O -1.4871 0.3258 3.8694
O 0.4463 1.7557 3.3270
H 3.8738 -3.8958 0.3627
O 3.5034 -2.1440 -4.5417
H -0.2520 -1.6433 -3.6790
H 1.0650 -0.5713 -2.8038
H -1.6013 -2.1281 3.1561
O 5.0694 -0.5536 -2.3693
O -3.8415 0.0336 0.8619
H -0.2996 -1.8688 0.5989
*
```

Here are the natural (NBO) charges for atoms 1 to 4, given in e: 0.469, -0.955, 0.460, 0.476

This record from the OMol25 dataset describes H42MnO21 as an isolated structure at a distorted geometry. The level of theory is ωB97M-V/def2-TZVPD.

The calculation puts the orbital gap (alpha / beta) at 9.1 / 9.4 eV. The value obtained for the molecular weight is 433.25 g/mol. The value obtained for the calculated total energy is -2755.86729 Eh.

Structure (ORCA input):
```
! RIJCOSX wB97M-V def2-TZVPD def2/J DEFGRID3
* xyz 2 6
H 12.2273 -8.9285 12.7105
H 15.2730 -12.8081 9.9973
H 12.6683 -14.8388 12.1525
O 11.4919 -9.1196 12.1284
H 8.9257 -11.5254 10.2565
H 13.1984 -9.1523 8.6231
O 12.9654 -9.0939 9.5496
O 12.8064 -8.2139 14.3541
H 11.5714 -13.7357 10.0495
H 16.2952 -8.3661 7.8752
H 9.9579 -7.5690 9.2466
O 14.7757 -10.5219 12.2838
H 8.9130 -5.5960 9.9273
H 7.9058 -9.7757 7.0102
H 15.3586 -9.3234 7.1694
H 6.6933 -10.1880 11.9748
O 15.4261 -8.7617 7.9416
O 11.1667 -13.3732 9.2614
H 14.7384 -6.9307 7.6906
O 9.1100 -8.3412 13.0234
H 12.9850 -7.3028 14.5869
H 9.3620 -8.8988 8.8362
O 9.8570 -5.6630 10.0712
H 8.4682 -9.0214 12.8194
H 9.9983 -5.2600 10.9278
H 10.3854 -10.2080 14.7607
O 7.4169 -10.3624 12.5767
H 6.9988 -10.7341 13.3533
H 10.7144 -8.9434 12.6582
H 13.3357 -14.4600 10.8475
Mn 11.1814 -10.0137 10.2364
H 13.7878 -8.8816 9.9910
H 15.4843 -9.8937 12.4233
H 8.5244 -13.1134 8.7816
H 13.2732 -6.7516 7.3545
H 9.1373 -8.3161 13.9799
O 11.2970 -10.9659 8.3449
H 8.6489 -4.8409 13.0439
O 8.1827 -8.8715 7.1582
H 11.4507 -10.7520 7.4247
O 9.3915 -10.9103 10.8231
O 16.0947 -12.3172 9.9910
H 10.2366 -11.7143 14.7299
H 11.2497 -7.5363 7.2224
H 9.0888 -6.2258 12.6190
H 12.4748 -12.4610 11.2898
H 13.1959 -11.2338 11.8055
H 11.3328 -11.9219 8.3783
H 10.6970 -14.1107 8.8719
O 10.8884 -11.0165 14.6630
H 7.4660 -13.0528 9.8624
H 15.1464 -11.1735 11.6886
O 14.1298 -6.3371 7.2508
H 13.2172 -8.7248 15.0516
O 9.4239 -5.3964 12.9597
H 11.9056 -8.3410 6.1206
O 7.9836 -12.4990 9.2779
O 11.8903 -8.2313 7.0714
O 10.1023 -8.5135 9.3050
O 12.6351 -14.1961 11.4438
H 16.5355 -12.5974 9.1889
H 7.4713 -8.3409 6.7996
O 12.4717 -11.5050 11.2413
H 8.7592 -10.6874 11.5063
*
```

Here are the natural (NBO) charges for atoms 1 to 4, given in e: 0.529, 0.455, 0.521, -1.016

This record from the OMol25 dataset describes H43O21 as an isolated structure at a distorted geometry. The level of theory is ωB97M-V/def2-TZVPD.

The calculation puts the orbital gap (alpha / beta) at 2.5 / 10.6 eV. The value obtained for the molecular weight is 379.32 g/mol. The value obtained for the calculated total energy is -1605.60293 Eh. The energy above the lowest of the compared OMol25 structures with the same formula, charge and spin is 57.2 kcal per mole.

Structure (ORCA input):
```
! RIJCOSX wB97M-V def2-TZVPD def2/J DEFGRID3
* xyz 0 2
H -0.7481 -5.1406 -0.1481
O 4.6732 0.8790 0.6144
H -3.2089 0.4769 -3.5574
H 0.7450 2.0850 4.3100
H 3.3209 0.4918 2.1914
H -3.0175 -1.6268 -0.5448
H -0.0655 -1.7106 0.6330
O -1.1317 -3.0122 3.0171
H -1.3019 -2.9495 3.9584
O 0.1102 3.6436 -0.6664
H 1.7874 2.9900 1.0912
O -1.6737 -2.8750 -1.0415
H -1.7570 -3.4502 2.4364
O 3.4465 -2.1484 1.4780
H -3.9076 -1.3957 0.7339
H 5.1593 1.7501 0.4453
O -0.3383 -0.5781 -2.0341
O 0.6562 -2.3574 0.6688
H 3.8626 1.0402 0.0812
H 1.8234 2.6276 -0.8392
H -2.0202 -2.4035 -1.8731
H -0.2162 1.9642 -4.0643
H -2.8854 0.7107 4.0796
H -2.7989 -0.5395 3.1070
H 3.2326 2.7765 -1.6432
H -0.2567 3.1753 -1.4350
O -2.2489 -1.7054 -3.2137
H 2.6923 -2.6525 1.1277
O 3.1121 -0.2089 2.8781
H 3.0497 -1.0933 2.1010
H 1.1931 0.9687 2.3422
H 0.6282 0.8089 1.1066
O 1.1582 1.3090 4.7005
H 2.3554 -2.1619 -1.7538
O 1.0483 0.1975 1.7395
H 1.0574 -2.8205 -2.1615
O 2.7286 2.3472 -0.9615
O -0.4962 -5.4184 -1.0170
O -3.7628 -1.0918 -0.1636
H -2.7477 2.5144 1.3317
H -1.5874 2.8099 0.5362
H -1.2065 -2.0444 -0.7594
O -2.0681 3.1835 1.2903
H 0.5820 -0.9118 -1.8986
H -0.6978 -4.8315 -1.7358
H -4.5631 0.1097 -3.4217
H 0.1479 -3.1448 0.9192
O 0.5903 2.3900 -3.6990
H 0.4769 4.5003 -0.7399
O 1.7014 2.7390 2.0109
H 2.2331 0.1043 3.2287
H -2.6998 3.0269 -1.3595
O -4.0593 0.9475 -3.5368
H 0.4711 0.6786 4.9100
H 2.2640 3.3089 2.5430
H -2.1858 2.3404 -2.7370
H 4.0546 -1.8293 0.7817
O -2.4455 0.3275 3.3263
H -2.9720 -1.7987 -3.8606
H 0.5193 3.2064 -4.2134
O -2.0234 2.9629 -2.0412
H 0.0694 0.2812 -2.2400
H -1.5556 -1.5890 -3.9024
O 1.6970 -2.1840 -2.4557
*
```

Here are the natural (NBO) charges for atoms 1 to 4, given in e: 0.470, -1.039, 0.455, 0.489

Among the records above, which one has the highest molecular weight? H42MnO21

The lowest calculated total energy belongs to which entry? H42MnO21

What is the formula in the seventh record? H40O20

Which value of calculated total energy does entry 4 give? -1030.76160 Eh